[1]
Here is a 10-piece molecular cluster, C43H61N12 overall from the OMol25 dataset. Energies are from ωB97M-V with the def2-TZVPD basis set.

Each line ends with the Löwdin charge.
CARTESIAN COORDINATES (ANGSTROEM)
C: 1.301395 -5.267332 1.849485  -0.004
C: 1.009607 -4.444987 0.625930  -0.392
N: 0.014395 -3.686649 0.450360  0.179
C: 1.987101 -4.474844 -0.530062  -0.057
N: 2.241804 -3.090034 -1.028904  -0.086
C: 3.218692 -3.061845 -2.171832  -0.072
C: 4.643786 -3.427668 -1.714125  -0.168
N: 4.866242 -3.314514 -0.287388  -0.057
C: 4.177499 -2.222050 0.354847  -0.159
C: 2.673924 -2.087003 -0.006494  -0.084
H: 1.589716 -4.608472 2.666669  0.097
H: 2.116872 -5.968549 1.691498  0.082
H: 0.424842 -5.842057 2.133492  0.094
H: -0.605315 -3.710527 1.258752  0.067
H: 1.513757 -5.009297 -1.352963  0.152
H: 2.909977 -4.982452 -0.294550  0.120
H: 1.347585 -2.769132 -1.397440  0.173
H: 3.181840 -2.050971 -2.569925  0.135
H: 2.849624 -3.735576 -2.939136  0.135
H: 5.334985 -2.766984 -2.236315  0.125
H: 4.883216 -4.440292 -2.024189  0.126
H: 4.763858 -4.187712 0.199694  0.105
H: 4.283184 -2.310279 1.431408  0.128
H: 4.671911 -1.289766 0.081327  0.119
H: 2.043722 -2.142293 0.871172  0.115
H: 2.507818 -1.111808 -0.458189  0.119
N: 2.475481 1.364094 1.398848  -0.013
C: 2.298962 1.279999 2.756440  -0.130
C: 3.455980 1.704049 3.349284  -0.091
C: 4.364013 2.063269 2.314558  -0.094
C: 3.731532 1.846135 1.122365  -0.157
H: 1.784339 1.108366 0.720828  0.115
H: 1.369623 0.938617 3.178490  0.110
H: 3.631299 1.764993 4.409578  0.099
H: 5.363692 2.444800 2.436573  0.099
H: 4.059416 1.994744 0.106761  0.086
N: 6.047046 3.294860 -2.050971  -0.005
C: 6.658170 3.840164 -3.146220  -0.151
C: 7.122236 5.076192 -2.787526  -0.119
C: 6.780344 5.284153 -1.422675  -0.088
C: 6.120821 4.166707 -0.992688  -0.141
H: 5.615088 2.391325 -2.028387  0.128
H: 6.712519 3.305814 -4.078992  0.115
H: 7.643988 5.762752 -3.434472  0.097
H: 6.999179 6.153082 -0.826188  0.098
H: 5.700640 3.920630 -0.032421  0.093
N: -4.901352 -3.767178 2.011745  0.017
C: -5.584939 -3.090293 1.041643  -0.121
C: -4.669338 -2.605200 0.147537  -0.105
C: -3.381385 -3.005115 0.596334  -0.118
C: -3.560060 -3.721087 1.751630  -0.145
H: -5.321214 -4.230573 2.795876  0.105
H: -6.658529 -3.015994 1.068035  0.114
H: -4.892899 -2.032784 -0.735688  0.069
H: -2.441694 -2.791269 0.117801  0.062
H: -2.858532 -4.205019 2.410691  0.100
N: -6.639560 -1.127401 -2.642151  -0.013
C: -7.476748 -2.157579 -2.982244  -0.137
C: -7.473317 -2.269069 -4.343997  -0.105
C: -6.595737 -1.271276 -4.848788  -0.105
C: -6.096776 -0.579634 -3.779498  -0.147
H: -6.460049 -0.822596 -1.705425  0.104
H: -8.000638 -2.719603 -2.228615  0.106
H: -8.037733 -2.984711 -4.917005  0.093
H: -6.360520 -1.081516 -5.882206  0.092
H: -5.409297 0.246873 -3.729558  0.101
N: -6.557663 -4.688726 5.185866  -0.011
C: -6.768035 -4.937633 6.515230  -0.135
C: -7.276854 -6.201943 6.627393  -0.102
C: -7.381574 -6.738272 5.315513  -0.104
C: -6.931481 -5.784134 4.445418  -0.153
H: -6.199992 -3.825819 4.821694  0.129
H: -6.540695 -4.197290 7.262088  0.108
H: -7.551428 -6.688624 7.547428  0.094
H: -7.752474 -7.711461 5.042946  0.094
H: -6.855151 -5.790695 3.370561  0.097
N: 1.410668 2.948036 -1.677480  -0.005
C: 0.175622 3.053965 -2.264972  -0.142
C: 0.302202 3.884171 -3.344261  -0.100
C: 1.661911 4.297674 -3.408724  -0.096
C: 2.321074 3.705890 -2.367200  -0.136
H: 1.626534 2.404864 -0.866278  0.094
H: -0.681828 2.542023 -1.862808  0.099
H: -0.493321 4.174852 -4.008816  0.096
H: 2.101807 4.962995 -4.131753  0.096
H: 3.348863 3.776582 -2.053094  0.086
N: -4.875659 1.970537 -0.606392  0.009
C: -4.403271 3.201832 -0.242118  -0.165
C: -5.212151 4.146385 -0.814709  -0.108
C: -6.212248 3.458431 -1.554601  -0.091
C: -5.978266 2.118985 -1.407703  -0.139
H: -4.475669 1.095205 -0.324119  0.134
H: -3.538762 3.299526 0.391758  0.104
H: -5.103058 5.213158 -0.714317  0.095
H: -7.011186 3.897582 -2.126947  0.096
H: -6.500300 1.267471 -1.800718  0.078
N: 10.196273 3.730463 -3.470468  0.012
C: 11.473572 3.779188 -3.955376  -0.136
C: 11.996203 2.515096 -3.893884  -0.112
C: 10.992223 1.670762 -3.346729  -0.115
C: 9.894583 2.451775 -3.096263  -0.153
H: 9.570815 4.511833 -3.394032  0.109
H: 11.901065 4.703803 -4.302334  0.106
H: 12.986469 2.227854 -4.203852  0.090
H: 11.069623 0.613302 -3.157179  0.085
H: 8.930931 2.210346 -2.683145  0.089
N: -4.747066 5.264222 3.989698  0.002
C: -4.972929 4.991375 5.311039  -0.142
C: -5.504821 3.732928 5.392563  -0.115
C: -5.605704 3.229634 4.066166  -0.113
C: -5.130435 4.198215 3.222597  -0.138
H: -4.368003 6.122098 3.635837  0.143
H: -4.741703 5.712318 6.075642  0.106
H: -5.797696 3.232658 6.300027  0.088
H: -5.991352 2.269996 3.765081  0.085
H: -5.037688 4.219241 2.150568  0.079

Forces on atoms 1 to 2 (eV/Å):
0.08 -0.14 -0.27
-0.08 0.02 0.00

Summary:
HOMO: -9.4 eV
2S+1: 1
LUMO: -2.973 eV
charge: +1
frontier orbital gap: 6.48 eV


[2]
Here is C43H63N5Si4SmTe as an isolated structure in a non-equilibrium geometry from the OMol25 dataset. Energies are from ωB97M-V with the def2-TZVPD basis set.

Each line ends with the Löwdin charge.
CARTESIAN COORDINATES (ANGSTROEM)
Sm: 0.714397 -0.928093 0.748706  1.423
C: 3.820791 -0.931383 -0.697461  -0.204
C: 4.298897 -2.085521 0.191095  -0.166
C: 3.299129 -3.280424 0.363542  -0.247
N: 2.242038 -3.049328 1.254719  -0.053
C: 2.071962 -3.760544 2.348966  -0.207
C: 3.054906 -4.693756 2.829847  -0.039
C: 2.990594 -5.664365 3.828211  -0.115
C: 1.987255 -5.939090 4.767526  -0.142
C: 0.661077 -5.458306 4.727972  -0.107
C: 0.112347 -4.484245 3.926349  -0.048
C: 0.735357 -3.501159 3.046239  -0.206
N: 0.119822 -2.410247 2.675406  -0.068
C: -1.309192 -2.306687 3.094134  -0.209
C: -2.234540 -3.070865 2.161056  -0.157
C: -2.327572 -2.589825 0.718758  -0.241
N: -1.038662 -2.585085 0.005435  -0.104
C: -0.780017 -3.408481 -0.987301  -0.211
C: -1.810924 -4.221646 -1.612618  -0.017
C: -1.710294 -5.361151 -2.363509  -0.104
C: -0.546717 -5.918945 -2.891463  -0.140
C: 0.625064 -5.239376 -3.179141  -0.102
C: 1.060310 -4.011786 -2.677094  -0.044
C: 0.476118 -3.106687 -1.763721  -0.276
N: 1.072426 -1.981374 -1.444376  -0.170
C: 1.970960 -1.375037 -2.416692  -0.271
C: 3.442446 -1.411213 -2.106719  -0.181
H: 4.590010 -0.118222 -0.663396  0.122
H: 2.922598 -0.412333 -0.262103  0.059
H: 4.677552 -1.765684 1.187153  0.096
H: 5.177568 -2.426968 -0.335459  0.103
H: 3.848326 -4.191415 0.549304  0.098
H: 2.919376 -3.452212 -0.615734  0.079
H: 3.970271 -4.787438 2.301143  0.067
H: 3.866004 -6.285995 3.946330  0.090
H: 2.200115 -6.640153 5.564722  0.074
H: -0.071466 -5.979418 5.405245  0.114
H: -0.905844 -4.457037 4.034370  0.045
H: -1.560822 -1.241007 3.081718  0.076
H: -1.398755 -2.719157 4.081750  0.093
H: -3.216766 -2.999250 2.550140  0.101
H: -1.873335 -4.126089 2.113303  0.127
H: -2.647052 -1.543336 0.596172  0.067
H: -3.097501 -3.170883 0.300249  0.077
H: -2.785839 -3.932701 -1.333848  0.074
H: -2.629400 -5.898939 -2.550486  0.099
H: -0.687845 -6.856068 -3.308030  0.057
H: 1.313273 -5.819796 -3.794355  0.097
H: 2.063937 -3.685042 -3.045750  0.101
H: 1.627009 -0.384857 -2.488505  0.029
H: 1.798363 -1.760904 -3.472871  0.139
H: 3.905740 -0.712070 -2.789883  0.112
H: 3.910330 -2.348172 -2.220737  0.089
N: 2.602936 -0.272235 2.530689  0.025
C: 3.099863 1.048304 2.457183  -0.270
C: 4.404464 1.296976 2.049909  -0.043
C: 4.861493 2.582411 1.773422  -0.100
C: 4.020178 3.640407 1.963335  -0.113
C: 2.725222 3.417716 2.388251  -0.027
C: 2.240613 2.111283 2.701446  -0.116
C: 0.793393 1.932446 3.079802  -0.249
C: 0.226339 2.895905 3.965365  -0.064
C: -1.124791 2.874324 4.298888  -0.110
C: -1.963172 1.969355 3.632506  -0.096
C: -1.377690 1.098654 2.690507  -0.173
C: 0.021853 1.012785 2.419343  -0.198
H: 3.250416 -1.063606 2.419404  0.075
H: 2.004265 -0.506585 3.314720  0.091
H: 4.960768 0.409417 1.899361  0.085
H: 5.929320 2.684106 1.628056  0.099
H: 4.368068 4.648335 1.762532  0.101
H: 2.034435 4.232711 2.467487  0.103
H: 0.814995 3.646280 4.466152  0.096
H: -1.474937 3.559700 5.032376  0.082
H: -3.013924 1.921949 3.747588  0.081
H: -2.024262 0.421631 2.110610  0.054
C: -4.860181 1.430998 -3.202749  -0.243
Si: -3.362154 2.461482 -3.764944  0.335
C: -3.974204 4.041412 -4.614669  -0.235
C: -2.586391 1.276413 -5.041088  -0.234
Si: -1.917055 2.701498 -1.863130  0.043
Te: -1.304697 0.287138 -1.530731  0.460
Si: -3.014034 3.643879 -0.016600  0.312
C: -4.139300 5.016402 -0.749904  -0.228
C: -1.788263 4.427693 1.107359  -0.218
C: -4.235949 2.478951 0.672977  -0.224
Si: 0.091703 3.711514 -2.501187  0.259
C: 1.047474 2.442216 -3.468469  -0.239
C: -0.058587 5.292395 -3.389834  -0.235
C: 1.038724 4.007704 -0.939394  -0.231
H: -5.559917 1.329929 -4.057584  0.031
H: -5.352415 2.056766 -2.439172  0.006
H: -4.593309 0.466862 -2.794062  0.007
H: -4.995367 3.836505 -4.960497  0.015
H: -3.346452 4.280569 -5.525533  0.037
H: -4.016039 4.894598 -3.927536  0.004
H: -2.947041 1.509085 -6.052595  0.024
H: -2.975516 0.299799 -4.777113  0.012
H: -1.529678 1.216216 -5.073167  -0.023
H: -3.554055 5.888395 -1.051559  0.017
H: -4.737318 5.398463 0.104750  0.027
H: -4.787885 4.587323 -1.513240  0.007
H: -1.278085 5.168656 0.501944  0.012
H: -1.071103 3.777261 1.677065  0.032
H: -2.168233 5.059068 1.910330  0.032
H: -4.976794 2.157722 -0.032374  0.015
H: -4.744550 2.867847 1.529309  0.023
H: -3.726798 1.536377 0.931467  0.015
H: 1.961167 2.902831 -3.818691  0.022
H: 0.503871 1.893418 -4.292239  0.039
H: 1.184692 1.605923 -2.784162  -0.042
H: -0.525569 5.145351 -4.372587  0.027
H: 0.916513 5.711458 -3.584568  0.019
H: -0.669139 6.050453 -2.859490  0.038
H: 0.823091 4.887438 -0.359697  0.012
H: 2.115508 3.949420 -1.075747  0.028
H: 0.819669 3.230062 -0.178129  0.028

Forces on atoms 1 to 2 (eV/Å):
-0.70 -0.89 0.32
-0.76 0.84 1.13

Summary:
ΔE to the lowest compared entry with this formula, charge and spin: 1.445 eV
HOMO (spin up / spin down): -4.0 / -4.0 eV
2S+1: 6
LUMO (spin up / spin down): 2.286 / 2.288 eV
charge: -1
frontier orbital gap (spin up / spin down): 6.32 / 6.33 eV


> Which of these has the highest charge?

C43H61N12


> 2S+1 of number 2 (C43H63N5Si4SmTe)?

6


> Which value of 2S+1 does entry 2 give?

6